Record 1
Entry from the OMol25 dataset: the molecule C21H32N4O3 (ωB97M-V/def2-TZVPD).

Atoms and positions in Å:
C: 3.40919 -2.56400 -5.28583
C: 2.41140 -2.76719 -4.15306
C: 2.36221 -1.58622 -3.19184
C: 1.36738 -1.78442 -2.05698
C: 1.33772 -0.60772 -1.08028
C: 0.34287 -0.78689 0.03924
C: -0.96216 -0.94217 -0.14112
C: -1.93982 -1.12559 0.98217
C: -3.07231 -2.07037 0.60359
O: -3.18400 -2.49094 -0.54299
N: -3.95501 -2.41308 1.57975
C: -5.13219 -3.21177 1.23943
C: -5.30421 -4.40612 2.17210
C: -4.05535 -5.24214 2.24709
C: -3.60181 -5.83647 3.54912
C: -2.83601 -4.69505 2.95341
C: -1.49543 -5.05763 2.35983
O: -0.65832 -5.71279 2.95032
N: -1.24940 -4.53174 1.12776
C: 0.06756 -4.61195 0.55502
C: 1.06808 -3.75865 1.27337
N: 2.31622 -3.60751 0.97529
C: 2.74099 -2.72466 1.94148
C: 4.13516 -2.22178 2.02689
N: 1.81419 -2.36024 2.77530
O: 0.68464 -3.05528 2.33222
C: -2.81412 -3.31733 3.62752
C: -3.69606 -2.21349 2.99500
H: 3.43033 -3.41933 -5.96204
H: 3.15678 -1.67946 -5.87440
H: 4.41908 -2.42271 -4.89510
H: 1.41212 -2.93468 -4.56690
H: 2.66688 -3.67233 -3.59351
H: 3.36161 -1.42040 -2.77328
H: 2.10868 -0.67581 -3.74698
H: 0.36502 -1.93715 -2.46902
H: 1.62637 -2.69417 -1.50616
H: 2.33717 -0.46961 -0.65966
H: 1.11178 0.30865 -1.63520
H: 0.73512 -0.80410 1.05266
H: -1.38584 -0.92828 -1.13987
H: -1.42087 -1.48084 1.87437
H: -2.40277 -0.16748 1.24839
H: -6.02177 -2.57477 1.28055
H: -5.00670 -3.54159 0.21080
H: -5.58241 -4.07431 3.17553
H: -6.14146 -5.00846 1.81260
H: -3.84703 -5.82753 1.35689
H: -4.19938 -5.61963 4.42620
H: -3.12616 -6.80709 3.54689
H: -1.98070 -4.08134 0.60119
H: 0.44075 -5.63741 0.57188
H: 0.02530 -4.27831 -0.48145
H: 4.23548 -1.52942 2.85887
H: 4.82198 -3.05630 2.16388
H: 4.40444 -1.71757 1.09887
H: -3.08627 -3.41798 4.67992
H: -1.77633 -2.97611 3.62571
H: -3.23212 -1.24199 3.15598
H: -4.66392 -2.16549 3.49353

Atoms 1-3, force components in eV/Å:
C 0.00 0.00 0.00
C 0.00 0.00 0.00
C 0.00 0.00 0.00

* ΔE to the lowest compared entry with this formula, charge and spin: 73.27 kcal per mole
* LUMO energy: 0.0282 hartree
* SMILES: CCCCC/C=C/CC(=O)N1CC[C@@H]2C[C@]2(C(=O)NCc2nc(C)no2)CC1
* F_max: 0.001 hartree/bohr
* gap between HOMO and LUMO: 0.36814 Ha

Results of the natural (NBO) charge analysis, in e, for atoms 1 through 5: atom 1 (C): -0.600, atom 2 (C): -0.389, atom 3 (C): -0.389, atom 4 (C): -0.389, atom 5 (C): -0.426

=====

Record 2
Entry from the OMol25 dataset: a structure of composition C8H10F2N3NiO14S2 in a non-equilibrium geometry (ωB97M-V/def2-TZVPD).

Atoms and positions in Å:
Ni: 1.12709 0.42119 -0.72343
C: -1.84373 -0.69360 2.26904
C: -0.74701 0.15928 1.80388
C: 0.20665 0.73551 2.97246
O: 1.04582 1.54263 2.60609
C: -0.07614 0.40430 4.32121
C: -1.02914 -0.56728 4.64352
C: -2.04508 -1.03103 3.59546
O: -3.12104 -1.74008 3.84260
O: -1.15412 -0.82370 5.91960
O: -0.42730 0.15256 0.63944
H: -2.55074 -1.03037 1.52531
H: 0.51529 0.79448 5.13629
N: 1.58479 0.11490 -2.53741
S: 0.85773 -0.96579 -3.68852
O: 1.70447 -2.10556 -3.97700
O: 0.05757 -0.42054 -4.77139
F: -0.28534 -1.60363 -2.71571
S: 2.30154 0.84525 -3.67309
O: 1.52547 1.84137 -4.39188
O: 3.30167 0.10100 -4.39099
F: 3.17917 1.79452 -2.72228
O: 1.32403 2.40493 -0.36755
H: 0.90087 2.93300 -1.07226
O: 2.58741 0.26704 0.61161
H: 3.00007 -0.57074 0.89863
C: -1.71126 3.52417 -1.43583
N: -1.60047 2.39690 -2.36082
O: -0.94393 1.43051 -1.98569
O: -2.27427 2.54854 -3.32913
H: -1.76841 4.48451 -1.94826
H: -0.83848 3.67214 -0.79986
H: -2.63154 3.23409 -0.92885
C: -0.65787 -3.59826 1.17093
N: 0.77331 -3.38665 0.77853
O: 1.03088 -2.46666 -0.04904
O: 1.63904 -4.06198 1.34968
H: -0.84892 -4.64687 1.39903
H: -1.29009 -3.18215 0.38655
H: -0.81796 -2.90796 1.99915

Atoms 1-3, force components in eV/Å:
Ni 0.41 1.95 4.28
C 1.65 2.15 -0.94
C -0.69 -2.97 4.20

* ΔE to the lowest compared entry with this formula, charge and spin: 32.96 kcal per mole
* spin multiplicity: 3
* <S²>: 2.01
* LUMO energy (spin up / spin down): 0.2357 / 0.2355 hartree
* F_max: 0.165 hartree/bohr
* gap between HOMO and LUMO (spin up / spin down): 0.17202 / 0.17187 Ha
* charge: -3

Results of the natural (NBO) charge analysis, in e, for atoms 1 through 5: atom 1 (Ni): 1.502, atom 2 (C): -0.571, atom 3 (C): 0.487, atom 4 (C): 0.410, atom 5 (O): -0.585

=====

Record 3
Entry from the OMol25 dataset: a structure of composition C7H20N3O3Tl in a non-equilibrium geometry (ωB97M-V/def2-TZVPD).

Atoms and positions in Å:
Tl: -9.42434 -14.32646 20.41560
C: -9.29214 -10.41427 18.48994
C: -7.94320 -10.67378 19.22890
O: -7.71585 -12.04048 19.53697
H: -10.13619 -10.31358 19.17225
H: -9.54094 -11.13153 17.70780
H: -9.23449 -9.39602 18.10531
H: -8.00597 -10.06849 20.13321
H: -7.05439 -10.22012 18.79038
C: -8.38243 -16.71344 16.73779
C: -8.19988 -15.17908 16.75188
C: -8.14426 -14.58884 15.30545
O: -9.37363 -14.48791 14.68022
C: -9.43261 -13.80004 13.47256
N: -9.25064 -14.45176 17.45180
H: -7.55011 -17.23466 16.26484
H: -9.30645 -16.96048 16.21505
H: -8.46913 -17.05983 17.76765
H: -7.32386 -14.97874 17.36877
H: -7.53985 -15.28574 14.72483
H: -7.59557 -13.64731 15.28177
H: -10.45038 -13.83880 13.08429
H: -8.85120 -14.24115 12.66294
H: -9.21539 -12.73776 13.58425
H: -10.16384 -14.78298 17.17529
H: -9.37719 -13.53303 17.05177
C: -9.65850 -18.26311 21.50048
O: -9.96197 -17.05609 21.25423
N: -10.47512 -19.15657 22.05896
N: -8.54182 -18.83511 21.20184
H: -11.41303 -18.95311 22.37364
H: -10.19839 -20.09134 22.32304
H: -7.83074 -18.20410 20.86082
H: -8.54058 -19.84199 21.12246

Atoms 1-3, force components in eV/Å:
Tl 0.01 -0.28 -0.31
C 0.62 0.62 0.48
C -1.05 -1.27 -0.36

* spin multiplicity: 2
* <S²>: 0.75
* LUMO energy (spin up / spin down): -0.1232 / -0.1785 hartree
* F_max: 0.075 hartree/bohr
* gap between HOMO and LUMO (spin up / spin down): 0.33369 / 0.27846 Ha
* charge: +1

Results of the natural (NBO) charge analysis, in e, for atoms 1 through 5: atom 1 (Tl): 0.939, atom 2 (C): -0.639, atom 3 (C): -0.159, atom 4 (O): -0.313, atom 5 (H): 0.218

=====

Calculated E (eV), listed in the same order as above: -34398.8845; -109730.0779; -22882.0226